Below is a 4-piece molecular cluster, C3H12O4 overall, with properties calculated with wB97M-V/def2-TZVPD.

Output
energy relative to the best compared isomer or geometry (same formula, charge and spin): 112.1 kJ/mol
spin multiplicity: 1
SMILES: C=CCO.O.O.O
LUMO level: 0.7 eV
E_HOMO: -9.8 eV
orbital gap: 10.47 eV

Geometry (Å):
C -3.279 1.193 0.271
C -2.352 0.751 1.115
C -1.471 -0.394 0.645
O -0.656 0.002 -0.465
H -4.039 1.939 0.441
H -3.313 0.738 -0.714
H -2.289 1.123 2.123
H -2.165 -1.158 0.291
H -0.808 -0.806 1.403
H -0.696 -0.690 -1.147
O 0.618 -2.426 -1.892
H 1.353 -2.124 -1.344
H 0.802 -3.360 -2.050
O 2.446 -0.607 -0.597
H 1.607 -0.134 -0.558
H 3.178 -0.047 -0.878
O 3.007 1.942 1.307
H 2.064 1.872 1.342
H 3.330 1.557 2.107

***

Below is the molecule C2H6N2OS, with properties calculated with wB97M-V/def2-TZVPD.

Output
energy relative to the best compared isomer or geometry (same formula, charge and spin): 354.6 kJ/mol
spin multiplicity: 1
LUMO level: -0.1 eV
E_HOMO: -8.8 eV
orbital gap: 8.70 eV

Geometry (Å):
C -1.033 0.787 0.083
C 1.368 0.741 0.245
N 0.157 -1.276 -0.537
N 0.165 0.197 -0.343
O -0.696 -3.563 -0.467
S -1.067 -2.160 -0.404
H -0.837 1.862 -0.201
H -1.868 0.535 -0.534
H -1.114 0.569 1.152
H 1.361 0.626 1.331
H 2.041 -0.026 -0.039
H 1.521 1.710 -0.286

***

Below is a 14-piece molecular cluster, C4H33NO15S overall, with properties calculated with wB97M-V/def2-TZVPD.

Output
spin multiplicity: 1
LUMO level: -0.1 eV
E_HOMO: -9.3 eV
orbital gap: 9.15 eV

Geometry (Å):
O 0.120 -0.947 0.004
C 0.137 -0.083 -0.860
N 0.438 -0.593 -2.145
C 0.469 0.088 -3.322
O 0.346 1.276 -3.537
C -0.031 1.366 -0.593
C -1.362 1.578 0.151
S -1.089 1.743 1.937
H 0.501 -1.589 -2.228
H 0.609 -0.565 -4.206
H -0.098 1.941 -1.511
H 0.869 1.869 -0.226
H -2.052 0.763 -0.051
H -1.923 2.427 -0.218
H -0.616 0.529 2.245
H 2.046 -0.128 4.071
H 1.812 1.117 3.174
O 1.810 0.145 3.177
H -2.007 -1.916 2.051
H -1.410 -2.578 0.858
O -2.215 -2.585 1.391
H 3.409 -1.598 -0.323
H 1.890 -1.663 0.027
O 2.555 -1.908 -0.637
H -2.901 -2.070 -3.667
H -2.349 -2.872 -2.541
O -2.127 -2.139 -3.098
H 1.065 4.750 -0.556
H -0.245 4.428 -0.105
O 0.655 4.434 0.264
H 3.056 -2.951 1.781
H 2.303 -4.418 1.791
O 2.843 -3.768 2.230
H -3.303 -1.594 0.073
H -2.128 -1.591 -1.048
O -3.010 -1.323 -0.803
H -0.544 -3.970 -2.443
H 0.876 -4.507 -2.147
O 0.324 -3.722 -2.120
H 3.111 -0.671 2.286
H 4.614 -0.673 2.085
O 3.812 -1.051 1.714
H -1.683 2.989 -2.552
H -2.844 3.476 -1.903
O -1.917 3.729 -1.966
H 0.427 3.248 3.167
H 1.659 3.977 2.541
O 1.338 3.469 3.289
H 0.168 0.080 4.386
H -0.749 1.091 5.115
O 0.038 0.549 5.214
H -2.330 0.156 -2.937
H -1.895 1.202 -4.015
O -2.471 1.051 -3.263

***

Below is C4H8N2O2 as an isolated structure, with properties calculated with wB97M-V/def2-TZVPD.

Output
energy relative to the best compared isomer or geometry (same formula, charge and spin): 571.7 kJ/mol
spin multiplicity: 1
LUMO level (alpha / beta): -0.4 / -0.4 eV
E_HOMO (alpha / beta): -8.4 / -8.4 eV
orbital gap (alpha / beta): 8.02 / 8.02 eV

Geometry (Å):
C -0.235 -0.931 0.770
C -0.587 1.401 -2.288
C 0.398 -0.929 2.132
C 1.222 -0.316 -0.367
O -1.492 -0.381 0.723
N 0.654 0.879 -0.381
N 0.643 0.862 -1.732
O 2.201 -0.992 -0.411
H -1.479 0.481 1.167
H -0.266 -1.904 0.280
H -0.913 2.299 -1.745
H -1.404 0.668 -2.267
H -0.400 1.662 -3.332
H 1.359 -1.444 2.123
H 0.547 0.097 2.483
H -0.248 -1.452 2.846

***

Below is C33H41GeN6O2Rh as an isolated structure, with properties calculated with wB97M-V/def2-TZVPD.

Output
spin multiplicity: 5
LUMO level (alpha / beta): -0.1 / -4.2 eV
E_HOMO (alpha / beta): -5.2 / -8.5 eV
orbital gap (alpha / beta): 5.10 / 4.32 eV

Geometry (Å):
Rh 0.530 -1.613 0.021
C 0.312 -3.344 4.385
C -0.651 -2.238 4.039
C -1.721 -2.006 4.926
C -2.682 -1.039 4.656
C -2.587 -0.290 3.490
C -1.516 -0.483 2.601
C -1.479 0.321 1.320
C -0.500 -1.439 2.876
N 0.481 -1.613 1.949
C 1.798 -1.441 2.339
O 2.265 -1.216 3.464
C 2.834 -1.523 1.212
C 4.203 -1.488 1.258
C 4.897 -1.564 0.022
C 4.204 -1.657 -1.215
C 2.834 -1.668 -1.167
N 2.287 -1.613 0.024
C 1.803 -1.760 -2.299
O 2.280 -1.961 -3.423
N 0.479 -1.613 -1.918
C -0.483 -1.836 -2.854
C -0.670 -1.029 -4.006
C 0.235 0.134 -4.323
C -1.713 -1.310 -4.910
C -2.616 -2.339 -4.666
C -2.486 -3.102 -3.513
C -1.439 -2.859 -2.608
C -1.361 -3.685 -1.343
H -0.199 -4.137 4.942
H 1.124 -2.960 5.010
H 0.729 -3.821 3.492
H -1.807 -2.604 5.827
H -3.509 -0.884 5.337
H -3.352 0.443 3.259
H -2.297 1.048 1.283
H -1.588 -0.340 0.453
H -0.543 0.883 1.243
H 4.713 -1.407 2.208
H 5.982 -1.548 0.021
H 4.715 -1.716 -2.165
H 0.603 0.626 -3.417
H -0.308 0.901 -4.887
H 1.082 -0.197 -4.930
H -1.826 -0.704 -5.802
H -3.423 -2.534 -5.361
H -3.204 -3.887 -3.305
H -2.137 -4.458 -1.324
H -1.509 -3.049 -0.463
H -0.394 -4.194 -1.274
N -1.422 -1.613 0.021
C -2.583 -1.645 0.034
N -4.034 -1.730 0.067
C -4.611 -0.486 -0.417
N -5.113 0.490 -0.796
C 3.364 4.513 1.368
C 2.825 3.095 1.205
C 1.493 2.924 1.949
C 0.934 1.500 1.849
Ge 0.530 0.916 0.021
C -0.802 1.986 -0.925
C -0.206 3.311 -1.415
C -1.194 4.144 -2.248
C -2.406 4.621 -1.448
H 4.327 4.609 0.824
H 3.538 4.739 2.442
H 2.644 5.249 0.951
H 3.572 2.377 1.609
H 2.689 2.898 0.121
H 0.742 3.643 1.565
H 1.654 3.150 3.025
H -0.007 1.446 2.437
H 1.659 0.784 2.291
H 1.810 0.805 -0.845
H -1.663 2.148 -0.245
H -1.141 1.399 -1.804
H 0.670 3.080 -2.059
H 0.147 3.920 -0.561
H -1.536 3.554 -3.127
H -0.657 5.042 -2.623
H -3.016 3.765 -1.094
H -3.049 5.252 -2.097
H -2.078 5.226 -0.577
H 0.530 -3.298 0.021

***

Below is a 2-piece molecular cluster, C2HCl2FN overall, with properties calculated with wB97M-V/def2-TZVPD.

Output
energy relative to the best compared isomer or geometry (same formula, charge and spin): 111.1 kJ/mol
total charge: +1
spin multiplicity: 1
LUMO level: -7.7 eV
E_HOMO: -16.3 eV
orbital gap: 8.53 eV

Geometry (Å):
C 0.758 -0.062 0.119
C 4.602 -1.707 0.658
N 1.615 0.600 -0.275
F 4.454 -2.939 0.977
Cl 4.711 -1.390 -0.967
Cl 4.453 -0.625 1.935
H 0.064 -0.811 0.499

***

Below is a 4-piece molecular cluster, C3H11NO3 overall, with properties calculated with wB97M-V/def2-TZVPD.

Output
energy relative to the best compared isomer or geometry (same formula, charge and spin): 344.9 kJ/mol
spin multiplicity: 1
SMILES: C=CN=C.O.O.O
LUMO level: 0.6 eV
E_HOMO: -8.9 eV
orbital gap: 9.52 eV

Geometry (Å):
C -2.142 -0.387 -0.582
C -2.020 -0.795 0.668
N -0.689 -0.805 1.348
C 0.288 -1.605 1.148
H -1.318 -0.065 -1.208
H -3.014 -0.371 -1.050
H -2.813 -0.919 1.537
H 1.145 -1.514 1.906
H 0.421 -2.374 0.392
O 1.247 1.545 1.522
H 1.068 0.756 2.077
H 0.986 2.397 1.950
O 0.104 0.041 -2.527
H 0.643 -0.669 -2.600
H 0.478 0.608 -1.846
O 1.938 1.117 -1.067
H 1.526 1.175 -0.193
H 2.641 1.720 -1.231

***

Below is the molecule C7H14O3S2, with properties calculated with wB97M-V/def2-TZVPD.

Output
energy relative to the best compared isomer or geometry (same formula, charge and spin): 169.2 kJ/mol
spin multiplicity: 1
SMILES: CS[C@@H]1S[C@@H](C)[C@H](O)[C@@H](O)[C@@H]1O
LUMO level: 0.5 eV
E_HOMO: -9.0 eV
orbital gap: 9.48 eV

Geometry (Å):
C -0.086 -3.263 -2.079
S 1.176 -2.536 -0.920
C 0.574 -0.797 -0.815
S 1.933 0.205 -0.136
C 1.219 1.792 0.623
C 1.205 2.999 -0.311
C -0.260 1.543 1.017
O -0.550 2.426 2.175
C -0.489 0.061 1.309
O -1.660 -0.363 2.072
C -0.735 -0.697 -0.031
O -1.099 -2.042 0.490
H -0.025 -4.407 -2.173
H 0.060 -2.869 -3.186
H -1.039 -2.894 -1.776
H 0.153 -0.409 -1.850
H 1.847 1.976 1.530
H 0.899 2.594 -1.300
H 2.177 3.376 -0.408
H 0.599 3.817 -0.016
H -0.993 1.740 0.203
H -1.411 2.308 2.504
H 0.341 -0.436 1.863
H -1.848 -1.273 1.675
H -1.556 -0.141 -0.646
H -0.431 -2.710 0.187

***

Below is a 2-piece molecular cluster, C6H15O2 overall, with properties calculated with wB97M-V/def2-TZVPD.

Output
energy relative to the best compared isomer or geometry (same formula, charge and spin): 35.1 kJ/mol
spin multiplicity: 2
LUMO level (alpha / beta): 0.9 / -2.4 eV
E_HOMO (alpha / beta): -9.6 / -9.6 eV
orbital gap (alpha / beta): 10.50 / 7.23 eV

Geometry (Å):
C -1.995 -0.243 0.327
O -0.824 -0.217 -0.341
C -2.564 -1.649 0.539
C -2.667 -2.441 -0.757
H -2.751 0.329 -0.248
H -1.992 0.300 1.285
H -3.485 -1.577 1.123
H -1.877 -2.201 1.190
H -3.042 -3.455 -0.635
H -1.644 -2.541 -1.123
H -3.262 -1.931 -1.516
C 1.270 2.145 -0.288
C 2.054 1.012 0.374
C 3.550 1.162 0.132
O 1.689 -0.252 -0.161
H 0.254 2.147 0.105
H 1.255 1.992 -1.367
H 1.711 3.119 -0.071
H 1.846 1.043 1.452
H 3.984 1.909 0.798
H 3.742 1.465 -0.898
H 4.028 0.200 0.312
H 0.720 -0.315 -0.232

***

Below is the molecule C8H8ClNOSi, with properties calculated with wB97M-V/def2-TZVPD.

Output
energy relative to the best compared isomer or geometry (same formula, charge and spin): 60.5 kJ/mol
spin multiplicity: 1
SMILES: N#C[C@](Cl)(O[SiH3])c1ccccc1
LUMO level: -0.3 eV
E_HOMO: -10.0 eV
orbital gap: 9.72 eV

Geometry (Å):
N -1.951 2.438 0.511
C -1.616 1.462 0.010
C -1.066 0.311 -0.588
Cl -1.578 0.245 -2.283
O -1.849 -0.993 0.203
Si -3.193 -1.103 1.008
C 0.463 0.132 -0.386
C 0.991 0.577 0.790
C 2.387 0.471 0.931
C 3.213 -0.002 -0.087
C 2.571 -0.439 -1.250
C 1.219 -0.417 -1.419
H -3.347 -2.563 1.052
H -2.952 -0.270 2.137
H -4.464 -0.531 0.376
H 0.261 0.938 1.532
H 2.942 0.914 1.779
H 4.259 0.239 -0.062
H 3.229 -0.609 -2.121
H 0.479 -0.800 -2.135

***

Below is C23H35Cl2N4O7PTa as an isolated structure, with properties calculated with wB97M-V/def2-TZVPD.

Output
energy relative to the best compared isomer or geometry (same formula, charge and spin): 0.0 kJ/mol
total charge: +3
spin multiplicity: 1
LUMO level: -10.3 eV
E_HOMO: -17.3 eV
orbital gap: 6.98 eV

Geometry (Å):
Ta -0.415 0.033 0.383
C -4.381 -1.495 3.729
O -2.980 -1.225 3.385
C -2.624 -0.914 2.200
O -1.370 -0.736 2.000
N -3.472 -0.774 1.191
N -2.920 -0.454 -0.064
H -4.361 -1.730 4.785
H -4.732 -2.353 3.158
H -4.974 -0.598 3.553
H -4.463 -0.961 1.281
H -3.392 0.362 -0.451
H -3.063 -1.214 -0.728
Cl 0.371 6.970 -2.161
C 0.379 5.327 -1.706
C 1.360 4.473 -2.227
C 1.407 3.125 -1.889
Cl 2.621 2.100 -2.532
C 0.451 2.614 -1.028
O 0.440 1.311 -0.691
C -0.534 3.469 -0.483
C -1.466 2.963 0.447
O -1.537 1.753 0.835
C -0.564 4.833 -0.830
H 2.100 4.871 -2.910
H -2.197 3.646 0.884
H -1.320 5.486 -0.410
C -1.880 -4.342 -2.425
C -1.558 -3.551 -3.685
C -0.526 -2.411 -3.468
C -0.278 -1.658 -4.797
C 0.715 -0.511 -4.666
C 0.786 -3.057 -3.045
O 1.408 -3.815 -3.711
N 1.324 -2.713 -1.742
C 0.693 -1.899 -0.930
O 1.105 -1.479 0.218
N -0.495 -1.338 -1.209
C -1.118 -1.439 -2.468
O -2.112 -0.787 -2.666
H -2.601 -5.126 -2.648
H -2.326 -3.711 -1.646
H -0.997 -4.832 -2.009
H -2.456 -3.094 -4.100
H -1.140 -4.208 -4.449
H -1.245 -1.296 -5.146
H 0.078 -2.394 -5.517
H 0.369 0.244 -3.953
H 0.845 -0.012 -5.625
H 1.702 -0.860 -4.352
H 2.219 -3.125 -1.493
C 1.123 3.106 2.856
C 0.984 1.687 3.405
P 1.434 0.381 2.216
C 2.984 0.858 1.395
C 4.179 0.947 2.349
C 1.695 -1.184 3.123
C 2.163 -1.034 4.573
H 0.751 3.824 3.585
H 0.566 3.254 1.929
H 2.164 3.356 2.657
H -0.030 1.483 3.758
H 1.638 1.554 4.269
H 2.808 1.811 0.891
H 3.162 0.114 0.615
H 4.003 1.646 3.167
H 5.052 1.297 1.800
H 4.429 -0.025 2.771
H 2.419 -1.745 2.529
H 0.760 -1.745 3.087
H 3.072 -0.441 4.661
H 2.377 -2.024 4.973
H 1.394 -0.588 5.203

***

Below is a 2-piece molecular cluster, C9H14NS overall, with properties calculated with wB97M-V/def2-TZVPD.

Output
energy relative to the best compared isomer or geometry (same formula, charge and spin): 139.0 kJ/mol
total charge: +1
spin multiplicity: 1
LUMO level: -3.9 eV
E_HOMO: -12.4 eV
orbital gap: 8.50 eV

Geometry (Å):
C 1.488 2.395 2.426
C 1.658 2.996 1.225
C 0.548 1.437 2.608
C 0.818 2.584 0.103
C -0.350 1.077 1.586
C -0.159 1.652 0.331
C 0.423 -2.625 -0.185
C -0.168 -1.003 -1.953
C -1.742 -2.604 -1.490
N -0.425 -2.129 -1.331
S -1.272 1.109 -1.050
H 2.000 2.687 3.385
H 2.434 3.738 1.137
H 0.382 1.012 3.557
H 0.991 3.155 -0.825
H -1.043 0.260 1.591
H 1.140 -3.284 -0.607
H 0.774 -1.741 0.288
H -0.236 -3.205 0.359
H 0.684 -0.462 -1.840
H -0.757 -0.653 -2.787
H -0.901 2.041 -1.761
H -1.812 -3.653 -1.507
H -2.410 -2.280 -0.725
H -2.067 -2.503 -2.537